Arrangement 1

11
Properties=species:S:1:pos:R:3 method="wB97M-V/def2-TZVPD" smiles="C=C[C@H]1CO1" lumo_ev=1.145 homo_energy_ha=-0.36031
C -1.71218 -0.48318 0.13888
C -1.02781 0.58979 0.03938
C 0.50249 0.71021 -0.06296
C 1.40402 -0.16077 0.55115
H -1.36386 -1.42775 -0.10704
H -2.82219 -0.69816 0.23548
H -1.60130 1.70340 0.24047
H 0.90538 1.51486 -0.72716
H 1.12836 -0.65985 1.31070
H 2.59453 -0.31048 0.60943
O 0.77000 -0.50729 -0.69507

=====

Arrangement 2

11
Properties=species:S:1:pos:R:3 method="wB97M-V/def2-TZVPD" lumo_ev=0.371 homo_energy_ha=-0.36142
C -1.19073 -0.06028 0.07855
C -0.08504 -1.12409 0.19098
C 0.94514 0.04037 -0.46282
C -0.15146 1.06716 0.22375
H 0.05586 -1.20260 1.54586
H -0.11426 -2.21980 -0.35525
H 2.34501 -0.04872 -0.11248
H 0.82577 0.03400 -1.81263
H 0.08562 1.36320 1.38143
H -0.33935 2.17991 -0.36775
O -2.37657 -0.02915 -0.30965

=====

Arrangement 3

11
Properties=species:S:1:pos:R:3 method="wB97M-V/def2-TZVPD" lumo_ev=-0.024 homo_energy_ha=-0.33298
C 0.23745 1.24442 -0.51233
C 0.95003 -0.63066 0.59696
C -0.45828 -1.04758 0.94404
O -0.96737 -0.90130 -0.39480
C 0.29917 -0.29399 -0.70402
H 0.87797 1.75966 -1.22518
H -0.80329 1.56264 -0.61461
H 0.58220 1.54255 0.49058
H -0.96272 -0.40697 1.68456
H -0.48746 -2.08810 1.29629
H 0.71447 -0.58333 -1.67376

=====

Most stable structure, least stable structure: arrangement 1, arrangement 2.

=====

Arrangement 1

19
Properties=species:S:1:pos:R:3 method="wB97M-V/def2-TZVPD" smiles=CCC.CC lumo_ev=1.160 homo_energy_ha=-0.40009
C 1.09059 -0.90682 -2.26934
C 0.16410 -1.81809 -1.43109
H 1.98292 -1.42343 -2.37171
H 0.82168 -0.56219 -3.21370
H 1.29248 -0.05701 -1.60913
H -0.70394 -1.13835 -1.11549
H 0.55075 -2.15004 -0.36857
H -0.10927 -2.66748 -1.91339
C 0.22872 1.08052 1.09103
C -0.23137 0.37728 2.41982
C -1.03785 1.37537 0.40239
H 1.01275 0.46772 0.65890
H 0.74173 2.05222 1.20902
H -0.70072 -0.56389 2.08168
H 0.53108 0.18374 3.11772
H -1.18995 2.49402 0.05866
H -2.05884 1.37237 1.03453
H -1.13697 1.01412 2.73802
H -1.24790 0.86993 -0.51938

=====

Arrangement 2

19
Properties=species:S:1:pos:R:3 method="wB97M-V/def2-TZVPD" smiles=CCC.CC lumo_ev=1.128 homo_energy_ha=-0.41075
C 1.82449 -0.07765 -1.15973
C 1.85332 -0.43441 -2.62394
H 1.31687 -0.89668 -0.63981
H 2.81233 -0.12090 -0.69788
H 1.36141 0.83984 -0.81341
H 2.52340 0.19663 -3.22015
H 2.28863 -1.42281 -2.80167
H 0.86389 -0.38252 -3.09107
C -1.16869 -0.33859 1.22031
C -0.49043 0.54163 2.28036
C -2.35273 0.30730 0.54309
H -0.39206 -0.69217 0.54339
H -1.46399 -1.26364 1.73376
H 0.29467 1.14901 1.84196
H -3.09439 0.63205 1.27551
H -2.05799 1.16360 -0.06131
H -0.09547 -0.06099 3.10332
H -1.19392 1.25579 2.71617
H -2.82935 -0.39550 -0.14890

=====

Most stable structure, least stable structure: arrangement 2, arrangement 1.

=====

Arrangement 1

19
Properties=species:S:1:pos:R:3 method="wB97M-V/def2-TZVPD" smiles=CCC.CC lumo_ev=1.150 homo_energy_ha=-0.41926
C 1.41980 -0.62589 2.10119
C 1.81748 -2.07941 2.28184
H 0.41459 -0.35311 1.77907
H 1.49084 -0.12515 3.07253
H 2.10059 -0.07039 1.46574
H 2.88185 -2.17649 2.11334
H 1.68796 -2.45660 3.29612
H 1.29338 -2.76325 1.62052
C -1.36879 1.26569 -1.08485
C -2.06905 0.86752 -2.39282
C 0.05269 0.73825 -1.03023
H -1.38919 2.35070 -1.04355
H -1.92010 0.80522 -0.26180
H -1.51098 1.29182 -3.22847
H 0.48944 0.90406 -0.05362
H -3.11970 1.15903 -2.39856
H -2.14224 -0.21915 -2.51713
H 0.10406 -0.34962 -1.14374
H 0.73992 1.18746 -1.75027

=====

Arrangement 2

19
Properties=species:S:1:pos:R:3 method="wB97M-V/def2-TZVPD" smiles=CCC.CC lumo_ev=1.147 homo_energy_ha=-0.38943
C -1.42823 -0.38424 -0.56177
C -0.86053 0.62546 -1.58636
C -2.08410 0.63691 0.46006
H -2.32405 -0.93649 -0.92082
H -0.71342 -1.08239 -0.16540
H -1.77196 0.96587 -2.19094
H -0.10210 0.08764 -2.08829
H -1.33458 1.04500 1.27987
H -2.35865 1.55496 -0.09226
H -0.34883 1.44329 -1.06361
H -2.97927 0.13116 0.75461
C 1.64546 -1.01330 1.20319
C 2.37892 0.01398 0.29312
H 1.88995 -0.84139 2.34268
H 0.62910 -1.11835 1.16554
H 2.27992 -1.84023 1.03658
H 3.42335 -0.27717 0.49012
H 2.13098 1.09947 0.46834
H 1.92807 -0.11019 -0.82469

=====

Most stable structure, least stable structure: arrangement 1, arrangement 2.

=====

Arrangement 1

19
Properties=species:S:1:pos:R:3 method="wB97M-V/def2-TZVPD" smiles=CCC.CC lumo_ev=1.151 homo_energy_ha=-0.39484
C -1.34573 -1.98309 0.83037
C -2.13819 -1.00041 1.67737
H -1.43587 -3.00271 1.17329
H -1.47209 -1.79692 -0.24563
H -0.27587 -1.74120 0.89037
H -3.18869 -1.21628 1.45372
H -1.93255 0.05084 1.41524
H -2.00652 -1.17548 2.73291
C 0.76937 0.91344 -1.32861
C 0.86063 0.90947 0.26323
C 2.10766 1.31962 -1.85759
H -0.04543 1.66501 -1.32072
H 0.35078 0.00044 -1.73992
H -0.12776 0.54419 0.58050
H 1.51456 0.24349 0.83152
H 2.46118 0.62574 -2.61206
H 0.86960 1.91506 0.69312
H 2.96167 1.39115 -1.15920
H 2.07327 2.33765 -2.27791

=====

Arrangement 2

19
Properties=species:S:1:pos:R:3 method="wB97M-V/def2-TZVPD" smiles=CCC.CC lumo_ev=1.137 homo_energy_ha=-0.39089
C -1.04818 1.16991 1.44605
C -0.93968 0.53945 2.79000
H -0.24028 1.72586 0.89579
H -0.94366 0.38439 0.54925
H -2.09741 1.55430 1.18093
H -1.84418 -0.04226 2.95475
H -0.20162 -0.20391 2.86594
H -0.92414 1.21170 3.53945
C 0.47443 -1.08282 -1.65595
C -0.17285 0.35846 -1.97729
C 1.76249 -1.03567 -0.68721
H 0.98605 -1.45518 -2.51983
H -0.26465 -1.69440 -1.41529
H 0.54994 1.03312 -2.24486
H -0.65240 -0.04561 -2.78269
H 2.43520 -1.88365 -0.58419
H -0.93959 0.81887 -1.23246
H 1.35711 -0.84363 0.32921
H 2.32235 -0.25563 -1.02965

=====

Arrangement 3

19
Properties=species:S:1:pos:R:3 method="wB97M-V/def2-TZVPD" smiles=CCC.CC lumo_ev=1.093 homo_energy_ha=-0.38743
C -1.76479 2.40750 -1.65384
C -1.15738 1.15550 -1.08275
H -2.88919 2.17529 -1.70282
H -1.57860 3.27854 -0.95401
H -1.35182 2.81268 -2.63618
H -0.06159 1.22823 -0.89429
H -1.43043 0.30490 -1.72412
H -1.36857 0.84682 0.02361
C 0.80742 -1.79196 0.93471
C 1.46591 -0.99788 -0.11206
C 0.82486 -1.21554 2.30294
H -0.15507 -2.18040 0.52172
H 1.39869 -2.71200 0.91600
H 2.51606 -0.93276 -0.55472
H 0.09380 -0.43187 2.31845
H 1.21709 0.05149 -0.14326
H 0.99956 -1.35616 -1.12789
H 0.60711 -1.91254 3.06649
H 1.82695 -0.72984 2.50201

=====

Most stable structure, least stable structure: arrangement 1, arrangement 2.